1.
The following is a quantum chemistry calculation of C44H24Cl4N4OsS4 as an isolated structure at a distorted geometry, from OMol25.

LUMO energy (spin up / spin down) = -2.14 / -2.13 eV
F_max = 3.5 eV/A

Structure (ORCA input):
```
! RIJCOSX wB97M-V def2-TZVPD def2/J DEFGRID3
* xyz 0 1
Os 0.02 -0.05 0.29
Cl -0.83 8.73 -3.00
C -0.69 7.10 -2.45
C -1.78 6.25 -2.55
C -1.66 4.94 -2.10
C -0.48 4.49 -1.53
C 0.61 5.36 -1.45
C 0.51 6.66 -1.91
C -0.39 3.11 -0.98
C -0.20 2.98 0.40
C -0.11 4.09 1.32
C 0.20 3.58 2.53
C 0.29 2.15 2.38
C 0.65 1.26 3.39
C 1.07 1.83 4.70
C 2.32 2.44 4.83
C 2.74 2.94 6.05
C 1.90 2.86 7.14
Cl 2.42 3.49 8.67
C 0.65 2.27 7.04
C 0.25 1.76 5.82
C 0.63 -0.13 3.27
N 0.24 -0.82 2.15
C 0.27 -2.15 2.48
C -0.02 -3.22 1.63
C -0.04 -4.57 2.24
C 0.90 -5.54 1.90
C 0.88 -6.79 2.50
C -0.09 -7.08 3.44
Cl -0.14 -8.65 4.17
C -1.03 -6.13 3.80
C -1.00 -4.88 3.21
C -0.25 -3.10 0.26
C -0.44 -4.20 -0.65
C -0.44 -3.69 -1.90
C -0.30 -2.26 -1.77
N -0.21 -1.93 -0.45
C -0.28 -1.37 -2.85
C -0.33 0.02 -2.73
C -0.42 0.93 -3.84
C -0.50 2.18 -3.31
C -0.43 2.04 -1.88
N -0.33 0.72 -1.55
C -0.14 -1.96 -4.21
C -1.17 -1.93 -5.14
C -1.01 -2.53 -6.38
C 0.18 -3.16 -6.69
Cl 0.37 -3.94 -8.23
C 1.23 -3.19 -5.78
C 1.06 -2.59 -4.54
C 0.73 -2.30 3.84
C 0.97 -1.05 4.32
N 0.01 1.81 1.08
H -2.71 6.60 -2.97
H -2.51 4.27 -2.16
H 1.54 5.01 -1.01
H 1.35 7.33 -1.84
H -0.25 5.12 1.05
H 0.36 4.11 3.45
H 2.97 2.50 3.97
H 3.72 3.40 6.15
H 0.00 2.22 7.90
H -0.73 1.29 5.72
H 1.65 -5.31 1.16
H 1.61 -7.54 2.24
H -1.79 -6.36 4.54
H -1.73 -4.13 3.49
H -0.54 -5.23 -0.36
H -0.55 -4.20 -2.84
H -0.42 0.65 -4.87
H -0.60 3.11 -3.84
H -2.11 -1.46 -4.89
H -1.82 -2.52 -7.10
H 2.16 -3.68 -6.04
H 1.86 -2.61 -3.82
H 0.88 -3.24 4.34
H 1.36 -0.77 5.28
S 2.67 -1.06 -0.30
S 2.84 -0.36 -2.10
S 2.67 1.80 -1.71
S 2.36 1.80 0.17
*
```

***

2.
The following is a quantum chemistry calculation of C44H26N13S2Ti as an isolated structure at a distorted geometry, from OMol25.

ΔE to the lowest compared entry with this formula, charge and spin = 663.4 kJ/mol
LUMO energy (spin up / spin down) = 0.40 / 0.43 eV
F_max = 1.8 eV/A

Structure (ORCA input):
```
! RIJCOSX wB97M-V def2-TZVPD def2/J DEFGRID3
* xyz -1 1
Ti -0.16 0.34 0.67
C -4.28 -4.69 2.55
C -3.11 -5.46 2.57
C -1.89 -4.91 2.23
C -1.86 -3.57 1.87
C -0.81 -2.70 1.40
N 0.43 -3.10 1.40
C 1.49 -2.53 0.88
C 2.76 -3.20 0.99
C 3.21 -4.29 1.73
C 4.51 -4.70 1.54
C 5.35 -4.06 0.63
C 4.92 -2.97 -0.10
C 3.62 -2.53 0.10
C 2.83 -1.49 -0.49
N 3.38 -0.77 -1.51
C 2.76 0.17 -2.09
N 0.06 0.50 -1.62
C -0.56 1.60 -2.43
N -1.76 2.09 -2.16
C -2.45 1.71 -1.13
N -2.13 0.74 -0.21
C -3.21 0.58 0.61
N -3.49 -0.46 1.34
C -2.63 -1.48 1.40
N -1.33 -1.47 1.06
C -3.03 -2.79 1.87
C -4.26 -3.35 2.21
C -4.21 1.60 0.33
C -5.41 1.94 0.94
C -6.14 2.97 0.38
C -5.70 3.62 -0.77
C -4.51 3.28 -1.39
C -3.76 2.28 -0.81
C 0.27 2.07 -3.43
C -0.15 2.68 -4.65
C 0.04 1.93 -5.75
C 0.54 0.58 -5.60
C 1.11 0.15 -4.47
C 1.47 1.16 -3.42
N 1.57 -1.45 0.02
H -5.22 -5.16 2.80
H -3.17 -6.50 2.85
H -0.98 -5.49 2.23
H 2.54 -4.78 2.42
H 4.90 -5.54 2.11
H 6.36 -4.42 0.49
H 5.57 -2.47 -0.81
H -5.15 -2.75 2.20
H -5.74 1.42 1.83
H -7.06 3.28 0.85
H -6.30 4.42 -1.18
H -4.17 3.77 -2.29
H -0.66 3.64 -4.66
H -0.25 2.27 -6.74
H 0.40 -0.10 -6.44
H 1.48 -0.87 -4.37
S 0.10 -0.33 3.26
C -0.93 1.00 3.61
S -1.22 2.01 2.25
C -1.46 1.28 4.86
C -1.15 0.54 6.00
N -0.90 -0.03 6.97
C -2.35 2.35 5.05
N -3.09 3.21 5.24
C 0.72 2.24 0.05
C 1.72 2.03 -0.98
C 2.84 2.82 -0.98
C 3.83 2.96 -1.97
C 3.91 2.21 -3.11
C 3.06 1.01 -3.31
C 1.44 0.84 -1.90
C 4.81 2.56 -4.12
N 5.53 2.86 -4.96
H -0.22 2.64 -0.36
H 1.09 2.95 0.80
H 2.91 3.53 -0.16
H 4.54 3.77 -1.84
H 3.47 0.43 -4.16
H -0.22 -0.40 -2.04
N 2.51 1.84 2.54
N 2.42 0.68 1.70
H 3.24 1.74 3.24
H 1.62 1.94 3.02
H 2.55 -0.19 2.25
H 3.18 0.74 1.03
*
```